The following is a quantum chemistry calculation of a cluster of 2 separate species, C2H3FS in total in a non-equilibrium geometry, from the OMol25 dataset.

```
7
Properties=species:S:1:pos:R:3:forces:R:3
H -1.2349 -1.1888 0.2722 1.75 1.81 0.22
H -0.3234 -0.2703 1.6008 -0.02 0.43 1.30
F 0.8302 1.6432 0.0925 -0.73 -0.45 -0.26
C 0.3406 0.4504 -0.3282 -1.69 1.50 -2.79
C -0.3599 -0.4725 0.5725 -1.24 -1.79 -1.47
H -0.5559 0.7656 -2.0988 1.58 -0.51 3.08
S 1.3032 -0.9277 -0.1110 0.36 -0.98 -0.07
```
Positions in Å, forces in eV/Å.

Results
Highest occupied orbital energy (alpha / beta) = -9.1 / -9.3 eV
LUMO level (alpha / beta) = -0.5612 / -0.6255 eV
Relative energy (zero: lowest compared OMol25 entry of this formula, charge and spin) = 3.964 eV
Gap between HOMO and LUMO (alpha / beta) = 8.58 / 8.68 eV
E_tot = -575.88229 hartree

Mulliken population analysis, charges in e, atoms 1 to 4: 0.239 0.286 -0.188 0.158

The following is a quantum chemistry calculation of a cluster of 2 separate species, C3H7PS2 in total in a non-equilibrium geometry, from the OMol25 dataset.

```
13
Properties=species:S:1:pos:R:3:forces:R:3
H -3.3908 1.9558 0.3614 0.11 -0.26 0.56
C -2.9337 0.9649 0.3649 -0.31 -2.27 -0.88
H 3.3365 -1.0969 -0.8654 -0.58 -0.47 0.65
H 1.0490 0.3380 -1.4113 1.48 -1.05 0.74
S 2.8626 0.9614 0.1891 0.08 0.58 0.95
P -0.0246 -0.4090 0.5890 -0.69 1.32 -0.80
H -3.5079 0.3121 -0.3758 0.71 0.95 0.82
C 2.6536 -0.8044 -0.0496 1.15 -1.05 -0.86
H -2.9443 0.3507 1.3082 -0.01 1.25 -0.67
H 0.1201 -2.2275 -0.2244 0.32 -0.76 0.18
H 2.5150 -1.4946 0.8191 0.42 0.73 -0.79
S -1.2283 1.1588 -0.2837 0.44 0.03 0.84
C 1.4928 -0.0092 -0.4215 -3.12 1.00 -0.74
```
Positions in Å, forces in eV/Å.

Results
Highest occupied orbital energy (alpha / beta) = -6.3 / -8.8 eV
LUMO level (alpha / beta) = 0.6664 / -2.4031 eV
Relative energy (zero: lowest compared OMol25 entry of this formula, charge and spin) = 2.131 eV
2S+1 = 3
Gap between HOMO and LUMO (alpha / beta) = 6.96 / 6.36 eV
E_tot = -1256.03296 hartree

Mulliken population analysis, charges in e, atoms 1 to 4: 0.283 -0.743 0.269 0.391

The following is a quantum chemistry calculation of a cluster of 2 separate species, C3H7BrClP in total in a non-equilibrium geometry, from the OMol25 dataset.

```
13
Properties=species:S:1:pos:R:3:forces:R:3
Cl -2.6162 0.3462 0.4379 0.08 -1.44 -0.36
P -3.2317 2.1412 0.9163 -0.96 1.38 0.01
C 0.6795 -0.3752 -0.3702 -0.31 0.33 -0.72
Br -5.0666 2.3538 -0.3765 0.44 -0.01 0.32
H 1.8328 -1.9553 -1.4275 0.18 1.36 1.22
H -0.3359 -0.8303 -0.6152 1.17 0.22 0.82
H 1.3793 1.0134 1.4201 0.22 -0.88 -0.75
H 2.8717 -1.1214 -0.0895 -1.89 0.05 -0.71
C 1.7987 -1.4125 -0.4076 1.08 -1.93 -0.54
H -0.2915 1.2564 0.8541 0.82 -0.76 -0.49
H 1.5651 -2.2951 0.2064 -0.06 0.45 0.39
H 0.7901 0.2407 -1.2610 0.23 0.22 -0.56
C 0.6247 0.6382 0.7127 -1.00 1.02 1.36
```
Positions in Å, forces in eV/Å.

Results
Highest occupied orbital energy (alpha / beta) = -7.9 / -10.7 eV
LUMO level (alpha / beta) = 0.1060 / -1.4761 eV
Relative energy (zero: lowest compared OMol25 entry of this formula, charge and spin) = 0.000 eV
2S+1 = 3
Gap between HOMO and LUMO (alpha / beta) = 7.98 / 9.20 eV
E_tot = -3493.97669 hartree

Mulliken population analysis, charges in e, atoms 1 to 4: -0.082 0.236 0.161 -0.164